(1)
Entry from OMol25: the ion C7H14NOS with charge +1 at a distorted geometry (ωB97M-V with the def2-TZVPD basis set).

```
24
Properties=species:S:1:pos:R:3:nbo_charge:R:1
S 2.3798 0.1221 0.4289 1.397
O 3.0147 -1.1406 0.3700 -0.885
N 0.6037 -0.1927 0.1484 -0.454
C 0.2330 -1.4000 0.0767 0.261
C -1.1292 -1.9659 -0.1973 -0.455
C -0.3346 0.9523 0.1167 -0.052
C -1.6680 0.3667 -0.4669 -0.395
C -0.5671 1.3447 1.6514 -0.577
C -2.0971 -0.8953 0.2398 -0.424
C 2.7202 0.8997 -1.4822 -0.701
H -0.7345 2.3115 1.6626 0.220
H -2.4656 1.2444 -0.3937 0.252
H 1.1527 -1.9700 0.1892 0.245
H -1.0302 -2.0915 -1.2987 0.274
H 0.4129 1.1201 2.1575 0.210
H 2.4209 1.9216 -1.5324 0.223
H 2.0243 0.5186 -2.0943 0.214
H 0.2394 1.6832 -0.3354 0.216
H -1.3564 0.2724 -1.4421 0.210
H 3.8557 0.7576 -1.5079 0.270
H -2.1677 -0.6760 1.2554 0.224
H -3.0799 -1.0648 -0.0918 0.249
H -1.3737 0.6720 2.0847 0.216
H -1.0532 -2.7901 0.4615 0.262
```

## Properties
- HOMO energy (Eh) = -0.512
- LUMO energy (eV) = -3.87
- spin multiplicity = 1
- charge = +1



(2)
Entry from OMol25: the ion C7H14NOS with charge +1 at a distorted geometry (ωB97M-V with the def2-TZVPD basis set).

```
24
Properties=species:S:1:pos:R:3:nbo_charge:R:1
S -2.4945 1.6785 0.2069 0.352
O -0.1553 -2.5891 0.5007 -0.658
N -0.9676 -0.4761 1.2689 -0.583
C -1.5951 -1.0005 -2.0606 -0.394
C 1.1707 -0.4974 0.0672 -0.477
C 1.0991 1.0138 -0.0864 -0.408
C 2.4536 1.7323 0.3406 -0.601
C -1.3403 -0.8180 -0.8079 -0.108
C -2.0632 -0.2488 0.2669 -0.309
C -0.0929 -1.3167 0.1253 0.497
H 1.7378 -0.7787 1.1175 0.199
H 3.3843 1.2605 -0.1728 0.226
H -1.2443 -1.1369 1.9545 0.427
H -0.8162 -1.3485 -2.7379 0.230
H 2.4167 1.7128 1.3920 0.207
H 0.4308 1.5051 0.6660 0.172
H 0.9253 1.1799 -1.1550 0.231
H -2.5140 -0.5981 -2.4949 0.223
H 2.4676 2.8589 0.0438 0.238
H -1.7290 1.8385 -0.8974 0.108
H -3.0352 -0.7247 0.5078 0.251
H 1.9217 -0.6725 -0.6450 0.262
H -0.6171 0.3583 1.6255 0.402
H 0.6572 -2.9328 0.9742 0.513
```

## Properties
- HOMO energy (spin up / spin down) (Eh) = -0.345 / -0.505
- LUMO energy (spin up / spin down) (eV) = -2.81 / -7.23
- spin multiplicity = 3
- charge = +1



(3)
Entry from OMol25: an isolated molecule of C7H14NP at a distorted geometry (ωB97M-V with the def2-TZVPD basis set).

```
23
Properties=species:S:1:pos:R:3:nbo_charge:R:1
P 1.4407 1.9418 -0.8446 0.472
N 0.2299 1.1290 0.1417 -0.690
C -0.5389 -0.8184 -1.2174 -0.261
C 1.3921 0.7349 2.2859 -0.608
C -0.0114 -1.0609 1.1447 -0.404
C -0.8707 0.4808 -0.4992 -0.038
C -1.4306 -1.0531 -2.3966 -0.608
C -1.1977 -0.8460 0.1236 -0.238
C 0.9559 0.1195 0.9195 -0.066
H -2.0449 -1.4534 0.4335 0.234
H 0.5006 1.2351 2.6656 0.218
H -1.3147 -0.1881 -3.0763 0.201
H 1.3315 1.5746 -2.2135 -0.054
H -0.4722 -1.2277 2.1616 0.214
H 0.4137 -1.1501 -1.2949 0.200
H -2.4380 -0.8809 -2.0349 0.209
H -1.6030 1.1544 -0.9042 0.221
H 0.7862 3.1672 -1.1601 -0.037
H -1.1898 -1.9480 -2.9880 0.219
H 0.4239 -1.9759 0.8309 0.209
H 1.7670 -0.0539 0.2887 0.186
H 2.1738 1.4891 2.2027 0.215
H 1.8328 -0.0534 2.9698 0.208
```

## Properties
- HOMO energy (Eh) = -0.310
- LUMO energy (eV) = 1.13
- SMILES = C[C@@H]1[C@H]2C[C@H](C)N(P)[C@@H]12
- spin multiplicity = 1
- charge = 0



(4)
Entry from OMol25: an isolated molecule of C7H14O at a distorted geometry (ωB97M-V with the def2-TZVPD basis set).

```
22
Properties=species:S:1:pos:R:3:nbo_charge:R:1
O 0.8703 0.4492 -1.5222 -0.574
C -1.2835 0.4317 -0.1984 -0.278
C 0.2385 -0.2660 -0.6569 0.424
C -0.2007 -1.7457 -1.0693 -0.655
C -1.6806 -0.2744 0.9617 -0.273
C 2.6000 0.0199 0.5207 -0.610
C -1.2401 1.9520 -0.1873 -0.614
C 1.1396 -0.3712 0.6427 -0.445
H 2.5933 1.0837 0.3510 0.216
H -1.7802 0.3990 1.8341 0.190
H -1.8863 0.1203 -1.0641 0.245
H -2.6402 -0.7767 1.0086 0.219
H -1.0116 -1.8716 -0.3656 0.204
H 3.0654 -0.4532 -0.3451 0.216
H -1.5369 2.2321 -1.2066 0.239
H 1.0681 -1.4006 1.0268 0.204
H -1.9131 2.2364 0.6221 0.211
H 0.5523 -2.5171 -0.8692 0.216
H -0.2837 2.4582 -0.0604 0.239
H -0.3515 -1.7749 -2.1455 0.226
H 0.5300 0.2662 1.2873 0.193
H 3.1507 -0.1974 1.4354 0.207
```

## Properties
- HOMO energy (Eh) = -0.316
- LUMO energy (eV) = -1.94
- spin multiplicity = 1
- charge = 0



Question: What is the spin multiplicity in the third record?
Answer: 1